(1)
This record from the OMol25 dataset describes a 6-piece molecular cluster, C40H60N2O19 overall at a distorted geometry. The level of theory is the ωB97M-V functional and the def2-TZVPD basis.

```
121
Properties=species:S:1:pos:R:3:forces:R:3:lowdin_charge:R:1
C 2.3959 2.8553 5.4854 -0.6 -0.3 -0.1 0.01
C 1.0657 3.4573 5.1120 0.3 -0.1 0.4 -0.50
O 0.7681 4.5669 5.4651 -0.2 0.5 -0.3 0.10
N 0.2118 2.6009 4.3501 -0.3 0.6 0.2 -0.11
C -0.5868 1.7760 5.2717 0.5 -0.5 -0.1 -0.05
C -0.6021 3.3641 3.3778 0.4 -0.3 -0.5 -0.17
C -0.2697 2.9508 1.9408 -1.0 -0.4 0.5 -0.15
C -0.9727 1.6154 1.6288 -0.1 0.2 -0.6 -0.16
C -0.2947 0.7515 0.5459 0.2 0.5 0.9 -0.09
C 0.2880 -0.5918 1.0209 -0.8 0.1 -1.0 -0.39
C 1.3240 -0.9904 -0.0296 0.3 -0.3 0.2 -0.20
N 2.4934 -0.1067 -0.0612 -0.1 -0.2 -0.2 0.04
C -0.8053 -1.6703 1.0384 -0.3 0.0 0.3 -0.06
C -1.9651 -1.4043 1.9692 -0.6 0.1 0.4 -0.16
C -3.0687 -0.7055 1.4610 -0.1 0.0 0.1 -0.05
C -4.1771 -0.3784 2.2323 0.1 -0.1 0.3 -0.08
C -4.2231 -0.7535 3.5720 0.6 -0.3 -0.1 -0.08
C -3.1573 -1.4869 4.0870 0.0 0.2 -0.5 -0.05
C -2.0368 -1.8199 3.3109 -0.1 0.1 0.3 -0.21
C -0.9558 -2.6289 3.9897 -0.4 -0.3 -0.7 -0.03
O 0.8693 -0.3279 2.3251 0.6 0.0 -0.3 0.06
C 1.7829 -1.1891 2.7839 0.2 0.0 0.6 -0.51
O 1.8305 -2.3611 2.5370 0.0 -0.4 -0.6 0.13
C 2.7562 -0.5488 3.7532 -1.1 -0.1 0.0 -0.02
C 3.9406 0.1211 3.1150 -0.4 -0.4 0.2 -0.24
O 4.5498 0.9687 3.6969 0.5 0.6 0.1 0.05
H 2.8374 2.4165 4.5970 0.3 0.1 0.0 0.05
H 2.1910 2.0348 6.1746 0.2 -0.1 0.1 0.08
H 3.0273 3.5946 5.9581 0.1 0.0 0.0 0.09
H -1.5491 2.2237 5.5188 0.0 0.1 0.0 0.09
H -0.7405 0.7828 4.8494 -0.2 0.0 -0.1 0.07
H -0.0337 1.6228 6.1977 0.0 0.0 0.1 0.08
H -1.6586 3.1618 3.5466 -0.1 0.1 0.1 0.12
H -0.4548 4.4346 3.4954 0.1 0.0 0.2 0.12
H -0.7549 3.6906 1.3061 0.6 0.1 -0.1 0.07
H 0.8066 2.9043 1.7829 0.1 0.1 0.0 0.11
H -1.9548 1.8864 1.2404 -0.2 0.0 0.1 0.11
H -1.1775 1.0663 2.5418 0.2 -0.2 0.1 0.09
H -0.9683 0.5589 -0.2842 0.0 -0.2 -0.1 0.12
H 0.5212 1.3462 0.1358 0.1 0.0 -0.1 0.11
H 1.6134 -2.0309 0.1204 0.1 0.0 0.1 0.12
H 0.8202 -0.9621 -0.9951 -0.2 0.1 0.0 0.12
H 2.5416 0.5044 0.7407 0.1 0.0 0.0 0.05
H 3.3351 -0.6556 -0.1408 0.2 0.1 0.1 0.07
H -1.2239 -1.6840 0.0346 0.1 0.1 -0.2 0.10
H -0.3800 -2.6606 1.1851 0.2 0.0 0.3 0.12
H -3.0539 -0.3819 0.4271 0.0 -0.1 -0.1 0.12
H -4.9959 0.1797 1.8013 0.0 0.0 -0.1 0.10
H -5.0481 -0.5050 4.2229 -0.2 0.1 -0.1 0.10
H -3.1773 -1.8079 5.1197 0.0 0.0 0.1 0.11
H -0.4882 -3.2844 3.2610 0.4 0.0 0.0 0.07
H -1.3984 -3.2893 4.7301 0.0 0.1 0.3 0.08
H -0.1977 -2.0009 4.4471 0.1 0.0 0.1 0.07
H 2.1964 0.1657 4.3541 0.2 0.3 0.1 0.11
H 3.0905 -1.3423 4.4187 0.3 -0.1 0.0 0.14
H 4.2533 -0.2246 2.1193 0.0 -0.1 -0.2 0.12
C -4.2309 -5.2133 0.0359 -0.1 0.3 0.1 -0.01
C -3.3885 -4.9472 -1.1844 -0.2 -0.1 0.5 -0.32
C -2.0182 -5.5804 -1.1553 0.1 -0.1 -0.1 -0.08
O -1.2530 -4.6794 -1.9733 -0.1 0.0 0.1 0.07
C -1.8387 -3.4619 -1.8866 0.0 0.1 0.0 -0.58
O -1.3498 -2.4489 -2.2753 0.1 0.1 -0.1 0.15
O -3.0474 -3.5481 -1.2906 0.1 -0.1 -0.1 0.08
H -5.1940 -4.7099 -0.0470 0.0 -0.1 0.0 0.09
H -4.4054 -6.2830 0.1529 0.0 0.0 -0.1 0.09
H -3.7422 -4.8266 0.9319 0.1 -0.1 0.0 0.09
H -3.9313 -5.2265 -2.0838 0.1 0.0 -0.1 0.13
H -2.0018 -6.5852 -1.5700 0.1 0.1 -0.1 0.14
H -1.5806 -5.5955 -0.1542 -0.1 0.0 0.0 0.14
C 1.4085 3.9963 -3.4149 0.0 -0.4 0.1 -0.02
C 0.5035 4.9135 -2.6407 0.3 -0.2 -0.2 -0.32
C 1.1386 5.5496 -1.4274 0.0 0.2 0.0 -0.08
O 0.0077 5.7584 -0.5664 0.1 -0.1 0.0 0.07
C -0.9203 4.8274 -0.8855 -0.1 -0.1 -0.1 -0.58
O -1.8854 4.5885 -0.2298 -0.2 0.1 -0.2 0.14
O -0.5928 4.1947 -2.0317 0.0 0.2 0.1 0.09
H 0.8793 3.5625 -4.2643 0.0 0.1 0.0 0.09
H 2.2688 4.5587 -3.7889 -0.3 -0.3 0.2 0.06
H 1.7453 3.1659 -2.7899 0.0 0.1 0.1 0.09
H 0.0763 5.6716 -3.3028 0.0 0.0 0.1 0.16
H 1.6315 6.4932 -1.6461 -0.1 0.1 0.1 0.14
H 1.8408 4.8824 -0.9219 0.0 -0.1 -0.1 0.14
C 7.2235 -0.9391 4.1369 0.1 -0.3 0.2 -0.02
C 8.3728 -0.7434 3.1835 -0.4 0.0 0.2 -0.32
C 7.9743 -0.6036 1.7325 0.1 0.2 -0.1 -0.10
O 9.1284 -1.1071 1.0505 -0.1 0.0 0.1 0.06
C 9.7413 -1.9903 1.8813 0.0 0.0 0.0 -0.56
O 10.6108 -2.7290 1.5572 0.0 0.0 0.0 0.17
O 9.2160 -1.9091 3.1294 0.1 0.1 -0.1 0.08
H 7.5880 -1.0516 5.1579 0.0 0.1 0.0 0.09
H 6.5452 -0.0884 4.1016 0.1 0.0 0.0 0.06
H 6.6695 -1.8485 3.8942 0.0 0.0 -0.1 0.09
H 8.9905 0.1006 3.5021 0.0 0.0 -0.1 0.16
H 7.7753 0.4243 1.4391 0.1 0.0 -0.1 0.14
H 7.1156 -1.2281 1.4708 0.0 0.0 0.1 0.14
C -0.7195 6.9151 -8.0938 -0.1 -0.2 0.3 -0.02
C 0.6109 7.2882 -7.4914 -0.3 -0.1 -0.3 -0.33
C 1.8173 6.8615 -8.2966 0.1 0.1 -0.1 -0.09
O 2.8151 6.6943 -7.2792 -0.1 -0.1 0.0 0.07
C 2.1745 6.3882 -6.1298 0.0 0.0 0.1 -0.55
O 2.7045 5.9939 -5.1402 0.1 0.4 -0.3 0.15
O 0.8411 6.5840 -6.2552 0.1 0.1 0.0 0.08
H -1.5359 7.2371 -7.4484 0.0 0.1 0.0 0.09
H -0.8427 7.3833 -9.0702 0.0 0.0 0.0 0.09
H -0.8020 5.8333 -8.2036 0.1 0.0 -0.1 0.09
H 0.6433 8.3593 -7.2752 0.1 0.0 0.0 0.16
H 2.1344 7.6048 -9.0234 0.2 0.0 0.1 0.14
H 1.6707 5.9031 -8.7998 -0.1 0.0 0.0 0.14
C -7.6863 -7.5093 -5.5463 0.0 -0.4 0.0 -0.02
C -7.2677 -7.1878 -4.1345 -0.1 0.0 -0.4 -0.33
C -6.0323 -6.3237 -4.0201 0.0 0.2 0.1 -0.09
O -5.4956 -6.7349 -2.7539 -0.1 -0.1 -0.2 0.03
C -5.8975 -8.0161 -2.5371 0.0 -0.1 0.0 -0.56
O -5.4665 -8.7143 -1.6802 0.0 0.0 0.0 0.17
O -6.8462 -8.3730 -3.4325 0.0 0.1 0.1 0.09
H -8.5684 -8.1484 -5.5473 0.0 0.1 0.0 0.09
H -7.9173 -6.5965 -6.0953 0.0 0.0 0.0 0.09
H -6.8956 -8.0493 -6.0681 0.1 0.1 0.0 0.09
H -8.1029 -6.7517 -3.5799 0.1 0.0 0.1 0.16
H -6.2527 -5.2588 -4.0141 0.1 0.0 0.2 0.14
H -5.2936 -6.5352 -4.7967 -0.1 -0.1 -0.1 0.14
```
Positions in Å, forces in eV/Å.

## Properties
SMILES string: CC(=O)N(C)CCCC[C@](CN)(Cc1ccccc1C)OC(=O)CC=O.C[C@@H]1COC(=O)O1.C[C@@H]1COC(=O)O1.C[C@@H]1COC(=O)O1.C[C@@H]1COC(=O)O1.C[C@@H]1COC(=O)O1
HOMO level in eV: -8.735
Spin multiplicity: 1



(2)
This record from the OMol25 dataset describes C40H63F3N2O18S as an isolated structure at a distorted geometry. The level of theory is the ωB97M-V functional and the def2-TZVPD basis.

```
127
Properties=species:S:1:pos:R:3:forces:R:3:lowdin_charge:R:1
C 6.7013 5.4830 0.7434 0.1 -0.4 0.0 -0.06
C 6.2535 5.8523 2.1801 0.6 -0.9 -0.7 -0.21
O 5.0795 6.6855 2.1500 0.5 0.8 -0.3 -0.05
C 5.3769 8.0049 2.4348 0.4 0.8 0.8 -0.44
O 5.7661 8.3313 3.5317 -0.3 -0.5 -0.6 0.12
C 5.2595 9.0732 1.3360 0.3 0.0 -0.4 -0.09
C 3.9147 9.8342 1.3280 -0.5 -0.3 0.6 -0.18
C 2.6458 8.9274 1.1969 0.2 0.6 -0.5 -0.13
C 2.7824 7.7526 0.2208 0.1 0.1 0.2 -0.12
C 2.3386 6.4731 0.4642 0.5 0.1 0.0 -0.11
C 1.6705 6.1792 1.8009 -2.2 -0.4 -0.5 -0.06
C 0.0768 6.2458 1.5617 0.7 2.8 -0.5 -0.23
C -0.4546 7.6885 1.2070 -0.2 -3.0 -3.1 0.02
O -0.3241 6.4932 0.2340 0.0 -1.4 1.4 -0.13
C 2.4720 5.3978 -0.5514 0.4 0.5 -0.2 -0.09
C 1.9363 3.9894 -0.2822 -0.1 0.2 0.1 -0.10
C 2.5728 3.2985 0.9605 -0.5 -1.0 0.1 -0.09
C 1.5110 2.6274 1.8454 0.9 0.0 0.1 -0.18
F 0.2265 2.4905 1.4047 0.7 1.0 0.2 0.04
C 1.7519 2.1329 3.0569 -1.1 0.2 -0.5 -0.30
F 2.9437 1.7774 3.5064 -0.5 0.6 0.4 0.15
F 0.7306 1.9298 3.8983 0.9 -0.7 0.0 0.13
C 3.0485 5.6629 -1.7663 0.2 -0.8 -0.8 -0.14
C 3.1913 4.6261 -2.8969 -0.3 1.1 -0.3 -0.03
C 3.5447 6.9892 -2.0861 -0.8 0.1 1.9 -0.31
N 4.0944 7.3970 -3.2119 0.2 0.5 0.0 -0.22
S 4.4263 8.9979 -3.0282 -0.6 -1.1 0.6 1.00
N 3.8573 9.1896 -1.5246 0.0 0.6 0.2 -0.25
C 3.3962 8.0367 -1.0619 0.0 -1.0 -1.3 -0.28
H 6.6220 6.3200 0.0312 -0.1 -0.2 0.4 0.07
H 7.7585 5.1551 0.7445 -0.4 0.2 0.1 0.08
H 6.1243 4.6217 0.3565 0.1 0.6 0.1 0.07
H 6.0080 4.9124 2.7000 -0.1 0.5 0.0 0.12
H 7.0982 6.3193 2.7099 -0.6 0.1 0.0 0.12
H 5.5354 8.6537 0.3507 -0.5 0.0 0.4 0.10
H 6.0469 9.8190 1.5535 -0.3 -0.4 0.1 0.13
H 3.8287 10.3487 2.3070 0.1 -0.2 -0.4 0.12
H 3.8764 10.6280 0.5696 0.4 -0.5 0.1 0.10
H 1.8375 9.5734 0.7950 0.4 -0.2 0.3 0.12
H 2.3286 8.6497 2.2109 0.1 -0.2 -0.5 0.11
H 1.8908 6.9062 2.5892 0.2 -0.3 -0.3 0.11
H 1.8627 5.1774 2.2044 0.1 0.5 -0.2 0.08
H -0.5704 5.6163 2.2070 0.4 0.4 -0.6 0.14
H -1.5318 7.8276 1.0608 0.3 0.6 1.3 0.10
H 0.1603 8.3058 0.5430 0.1 0.8 1.6 0.09
H 0.8342 4.0889 -0.2149 0.5 -0.2 0.3 0.13
H 2.1019 3.3170 -1.1350 0.0 0.5 0.3 0.10
H 3.1738 4.0037 1.5588 -0.4 -0.3 -0.2 0.11
H 3.2726 2.4832 0.6877 -0.2 0.5 -0.3 0.13
H 4.1951 4.1692 -2.9216 -0.5 0.0 0.1 0.09
H 3.0866 5.2031 -3.8363 0.2 -0.4 0.3 0.08
H 2.3788 3.8886 -2.9103 0.5 0.1 0.1 0.07
C -3.0799 -2.2840 -2.9434 0.1 -0.1 0.3 -0.06
C -3.1995 -0.7780 -3.0357 0.0 -0.4 -0.5 -0.21
O -3.5404 -0.2120 -1.7623 0.1 0.2 0.0 0.01
C -2.5252 -0.0600 -0.9087 -0.1 -0.1 0.1 -0.60
O -1.3736 -0.3438 -1.1173 0.0 0.0 0.0 0.12
O -3.0128 0.4455 0.2249 0.0 0.0 -0.1 0.01
C -2.0381 0.6031 1.2607 0.1 0.0 0.3 -0.03
H -3.9837 -2.7147 -2.5091 0.0 0.0 -0.1 0.09
H -2.9190 -2.7199 -3.9300 0.0 0.0 0.0 0.08
H -2.2478 -2.5713 -2.2998 0.0 0.0 -0.1 0.07
H -4.0088 -0.5140 -3.7167 -0.1 0.1 0.2 0.12
H -2.2871 -0.3269 -3.4272 0.0 0.0 0.2 0.12
H -1.1789 1.1673 0.9117 -0.2 -0.3 -0.1 0.07
H -1.7283 -0.3742 1.6328 0.1 0.0 -0.1 0.10
H -2.5070 1.1519 2.0742 -0.2 0.0 -0.2 0.10
C -8.6176 2.2248 -6.2507 0.3 -0.1 0.0 -0.07
C -9.5283 2.1461 -5.0429 -0.1 0.3 -0.4 -0.22
O -9.0325 1.2035 -4.0841 -0.1 0.0 0.2 0.03
C -8.0551 1.6525 -3.2920 0.0 -0.1 -0.1 -0.61
O -7.5782 2.7575 -3.3123 0.0 0.0 0.0 0.12
O -7.6880 0.6573 -2.4839 -0.1 0.1 0.0 0.01
C -6.5974 0.9810 -1.6155 0.2 0.0 0.2 -0.03
H -8.4534 1.2312 -6.6714 -0.1 0.0 0.0 0.08
H -9.0511 2.8673 -7.0179 0.0 0.0 0.0 0.08
H -7.6401 2.6244 -5.9785 -0.1 0.1 0.0 0.08
H -10.5111 1.7863 -5.3463 0.1 -0.2 0.2 0.12
H -9.6691 3.1250 -4.5835 0.2 -0.1 0.1 0.12
H -6.7962 1.8939 -1.0562 0.0 0.1 -0.2 0.10
H -5.6788 1.0774 -2.1903 0.0 0.1 0.0 0.08
H -6.4816 0.1615 -0.9108 -0.1 -0.1 -0.2 0.10
C -3.6423 -8.5062 0.0509 0.1 0.2 0.2 -0.06
C -3.1792 -7.9328 -1.2725 -0.2 -0.5 0.0 -0.20
O -2.8117 -6.5510 -1.1400 0.1 0.1 -0.1 0.04
C -1.5954 -6.3253 -0.6430 -0.1 0.1 -0.1 -0.62
O -0.7980 -7.1648 -0.3107 -0.1 0.1 -0.1 0.11
O -1.4208 -5.0030 -0.5642 0.0 -0.1 0.0 0.00
C -0.1707 -4.6002 0.0088 0.3 0.3 0.0 -0.02
H -4.4373 -7.8917 0.4777 -0.1 -0.1 -0.1 0.08
H -4.0126 -9.5233 -0.0798 0.0 0.0 0.0 0.08
H -2.8279 -8.5271 0.7762 0.0 -0.1 -0.1 0.07
H -3.9963 -7.9635 -1.9923 0.0 0.3 0.0 0.12
H -2.3554 -8.5108 -1.6926 0.1 0.2 0.1 0.12
H 0.6661 -5.0791 -0.4972 -0.1 -0.1 0.1 0.10
H -0.1511 -4.8252 1.0719 0.1 -0.1 -0.1 0.08
H -0.0881 -3.5233 -0.1214 -0.2 0.0 -0.1 0.10
C 1.6741 -9.0819 -0.2294 0.4 0.2 -0.1 -0.07
C 1.7626 -10.3647 -1.0289 -0.3 0.1 0.6 -0.21
O 2.3702 -10.1357 -2.3091 0.1 -0.2 -0.1 0.04
C 3.7012 -10.0714 -2.3088 -0.2 0.1 0.0 -0.61
O 4.4195 -10.1968 -1.3514 0.0 0.0 -0.1 0.12
O 4.1041 -9.8274 -3.5600 0.0 -0.1 0.0 0.00
C 5.5165 -9.6718 -3.6958 0.3 0.0 -0.1 -0.05
H 1.1752 -8.3054 -0.8051 -0.1 -0.1 0.1 0.06
H 1.1229 -9.2427 0.6973 0.0 0.0 -0.1 0.08
H 2.6680 -8.7076 0.0213 0.0 -0.2 0.1 0.08
H 0.7600 -10.7424 -1.2286 0.1 0.0 -0.3 0.12
H 2.2981 -11.1422 -0.4825 0.2 0.1 -0.1 0.12
H 6.0498 -10.5164 -3.2627 -0.1 0.1 0.1 0.10
H 5.8370 -8.7396 -3.2307 0.0 -0.1 0.1 0.10
H 5.7377 -9.6269 -4.7597 -0.2 0.0 0.0 0.09
C -1.2971 -5.5319 7.6156 -0.1 0.2 -0.2 -0.07
C -1.1186 -6.8854 6.9598 0.2 0.1 0.5 -0.21
O -1.9516 -7.0098 5.7992 0.0 -0.2 -0.1 0.04
C -1.4805 -6.4345 4.6921 -0.1 0.0 0.1 -0.60
O -0.4368 -5.8438 4.5873 0.0 0.0 0.0 0.13
O -2.3766 -6.6134 3.7185 0.0 -0.1 0.0 0.02
C -2.0213 -5.9893 2.4849 -0.1 0.1 -0.2 -0.04
H -2.3519 -5.3431 7.8225 0.0 -0.1 0.1 0.08
H -0.7380 -5.4812 8.5505 0.0 0.0 0.0 0.08
H -0.9494 -4.7311 6.9622 0.1 -0.1 0.0 0.08
H -1.4313 -7.6711 7.6467 -0.2 -0.1 -0.2 0.12
H -0.0747 -7.0730 6.7065 -0.1 0.1 -0.2 0.12
H -1.0237 -6.2838 2.1696 0.0 0.0 0.1 0.08
H -2.0904 -4.9049 2.5813 0.1 0.0 0.0 0.11
H -2.7354 -6.3169 1.7337 -0.1 -0.1 0.2 0.08
```
Positions in Å, forces in eV/Å.

## Properties
HOMO level in eV: -8.647
Spin multiplicity: 1